Entry 1:
Computed, not measured: 8 unconnected molecules or ions with the total composition C6H30N2O7 in a non-equilibrium geometry, with wB97M-V/def2-TZVPD.

The geometry in XYZ format:
```
45
Properties=species:S:1:pos:R:3:forces:R:3
C 0.0231 1.5433 0.1612 0.21 -0.94 -0.52
N 0.0721 0.1661 -0.3966 0.28 0.77 -0.10
C 1.3626 -0.2627 -0.9306 1.06 -0.86 0.33
C 1.2001 -1.5176 -1.7909 -0.98 0.58 0.14
N 0.5914 -2.5951 -1.0131 0.80 -0.30 0.42
C -1.3920 1.8572 0.5334 -1.66 2.61 0.08
C -1.4734 1.2321 3.0601 -0.89 -0.38 -0.20
C -2.0992 1.1239 1.6529 2.02 -1.02 0.49
H 0.6730 1.6500 1.0435 -0.10 0.00 0.06
H 0.4045 2.2514 -0.5751 -0.17 -0.07 -0.15
H -0.0784 -0.4113 0.4220 -0.45 -0.31 -0.10
H 2.0358 -0.4624 -0.0768 -0.19 -0.25 -0.88
H 1.9323 0.4314 -1.5530 -0.68 0.62 0.09
H 0.5420 -1.1885 -2.6043 0.12 -0.20 -0.19
H 2.1546 -1.8291 -2.2170 0.03 -0.02 0.06
H 0.0504 -3.2532 -1.5523 0.03 0.04 -0.10
H 0.0186 -2.2506 -0.2574 -0.34 0.06 -0.18
H -1.4189 2.9572 0.6233 0.17 -0.06 0.93
H -2.1814 1.8303 -0.2204 1.37 -0.61 -0.92
H -0.6682 0.5394 3.3046 0.31 0.13 -0.55
H -1.1669 2.2580 3.2575 -0.10 -0.02 0.34
H -2.2761 0.8857 3.7176 0.14 0.54 0.44
H -3.1508 1.3733 1.7067 -0.11 0.21 -0.15
H -2.0024 0.0805 1.3321 -0.60 -0.14 0.26
H -1.2413 0.7526 -1.9323 -0.01 -0.40 0.26
H -2.3030 0.0273 -2.7324 -0.12 0.07 -0.07
O -1.8090 0.8527 -2.7154 0.08 -0.06 0.10
H 3.0727 -3.4925 1.6212 0.06 -0.15 -0.48
H 2.1460 -2.8450 0.4593 0.02 -0.74 -0.12
O 2.4452 -2.8093 1.3821 -0.41 0.56 0.35
H -0.7234 -3.0571 2.0086 0.03 0.04 0.10
H -2.1231 -2.5069 2.3034 -0.01 0.01 -0.02
O -1.2758 -2.2732 1.9127 0.16 -0.03 -0.15
H -0.1546 3.3678 -3.8452 0.02 0.02 0.02
H -0.5777 2.1292 -3.0567 0.01 0.31 -0.25
O -0.0170 2.9217 -3.0053 0.07 -0.14 0.06
H 4.1865 -0.3268 -0.3967 0.20 0.05 0.23
H 4.5446 -1.1836 -1.6074 0.06 0.01 -0.03
O 4.9035 -0.5131 -1.0184 -0.20 -0.05 -0.06
H 2.8429 -1.1009 1.5125 0.37 0.28 0.60
H 2.3456 0.3196 1.3344 0.06 0.41 0.38
O 3.0935 -0.1643 1.6905 0.00 -0.35 -0.16
H -3.5592 1.6798 -0.7734 -0.35 0.41 0.61
H -4.7455 0.8315 0.0021 0.44 0.76 0.36
O -4.2037 0.9809 -0.7711 -0.78 -1.39 -1.34
```
Forces are in eV/Å.

Values from the calculation:
SMILES string: CCCCNCCN.O.O.O.O.O.O.O
LUMO: 0.18 eV
Energy relative to the best compared isomer or geometry (same formula, charge and spin): 226.9 kJ/mol
DFT total energy: -24020.747 eV
Orbital gap: 9.76 eV



Entry 2:
Computed, not measured: 10 unconnected molecules or ions with the total composition C6H30NO10 in a non-equilibrium geometry, with wB97M-V/def2-TZVPD.

The geometry in XYZ format:
```
47
Properties=species:S:1:pos:R:3:forces:R:3
C 1.7152 2.8453 -0.7461 -1.96 -0.23 -0.49
O 1.3986 2.6790 -2.1558 0.03 -0.47 0.25
C 2.4276 1.6408 -0.1033 -0.40 1.63 -0.27
C 2.0158 0.2754 -0.5668 0.66 -2.55 0.14
C 0.6509 -0.3094 -0.2700 -0.35 3.04 0.94
C 0.3320 -1.4670 0.2701 0.57 -1.01 -0.47
N -1.0308 -1.9028 0.3796 0.29 0.52 -0.56
C -1.3908 -2.7284 1.2577 -0.62 -0.51 1.47
H 2.1711 3.8433 -0.6656 0.21 -0.61 0.56
H 0.6919 2.9009 -0.3473 0.28 0.31 0.34
H 2.1151 2.9796 -2.7066 0.42 0.10 -0.25
H 2.2655 1.6800 0.9762 0.53 0.30 -0.03
H 3.4532 1.8325 -0.4085 0.48 -0.66 0.61
H 2.2685 0.1785 -1.6213 -0.41 -0.16 -0.23
H 2.6557 -0.4685 -0.0579 0.35 0.54 -0.33
H -0.0975 0.4939 -0.1751 -0.39 -0.71 -0.96
H 1.0400 -2.2419 0.5448 0.05 0.12 -0.16
H -1.6112 -1.6312 -0.4460 -0.30 -0.06 0.36
H -2.3755 -3.1571 1.4247 -0.19 0.39 -0.96
H -0.7205 -3.0191 2.0557 0.57 0.14 -0.44
H -1.4199 1.4407 -3.2423 0.40 0.32 0.13
H -0.0200 1.6679 -2.4987 -0.39 0.04 -0.29
O -0.8831 1.1892 -2.4787 -0.13 -0.25 0.06
H -3.1047 1.9886 0.6768 -0.39 -0.27 0.33
H -2.0064 1.7882 -0.2963 0.22 -0.44 -0.36
O -2.3124 1.4517 0.5589 -0.05 0.61 -0.72
H -2.3284 -2.0836 -2.6421 0.02 -0.42 -0.27
H -1.7837 -0.6791 -2.5826 0.06 0.32 0.24
O -2.4310 -1.2650 -2.1677 -0.09 0.52 0.45
H -1.6429 2.9128 1.5600 0.23 0.41 0.67
H -1.5080 4.3084 2.2398 0.01 -0.20 0.08
O -1.4664 3.3588 2.4134 -0.11 -0.02 -0.53
H 1.2185 -0.4291 2.4278 -0.33 -0.53 -0.92
H 2.2515 -0.1397 3.2457 1.35 0.02 0.43
O 2.1807 -0.4074 2.3244 -0.78 0.53 0.70
H -0.4651 -1.0117 3.9707 0.55 0.16 -0.13
H -0.2727 -2.4707 3.8313 0.16 -0.62 0.39
O 0.2466 -1.6763 3.9329 -0.63 0.19 0.13
H 0.5055 -1.4556 -3.1760 0.03 -0.27 0.19
H 1.9763 -1.6893 -3.4003 0.18 -0.15 -0.01
O 1.2180 -2.0677 -2.9429 0.18 0.47 -0.34
H -1.7469 0.9166 3.1420 0.27 0.01 0.09
H -0.9471 0.7697 1.8875 -0.03 -0.10 0.09
O -1.0308 0.3822 2.7674 -0.39 0.18 0.10
H 0.0264 -3.9268 -2.0461 0.47 0.03 -0.23
H -1.4843 -3.9174 -2.2472 0.64 0.17 0.37
O -0.7445 -3.3794 -1.8959 -1.27 -0.82 -0.18
```
Forces are in eV/Å.

Values from the calculation:
LUMO: -3.84 eV
Energy relative to the best compared isomer or geometry (same formula, charge and spin): 143.1 kJ/mol
Charge: +1
DFT total energy: -28666.197 eV
Orbital gap: 9.16 eV



Entry 3:
Computed, not measured: 9 unconnected molecules or ions with the total composition C6H30NO9 in a non-equilibrium geometry, with wB97M-V/def2-TZVPD.

The geometry in XYZ format:
```
46
Properties=species:S:1:pos:R:3:forces:R:3
C 0.1703 2.7509 0.3223 0.39 -0.81 1.60
N -0.4280 1.5842 0.9924 0.55 0.61 0.24
C -1.8600 1.4360 1.0466 -0.05 -2.19 -1.17
C -2.3146 0.7108 2.3070 0.46 0.70 0.54
O -1.7058 -0.5669 2.4609 -0.07 -0.53 -1.31
C 1.2771 2.4152 -0.6519 1.58 0.35 -1.36
C -0.1189 2.0707 -2.7125 0.26 -1.32 -0.94
C 0.9738 1.4641 -1.8133 -1.71 0.67 0.36
H -0.6600 3.3147 -0.0886 0.16 0.36 -0.52
H 0.6660 3.3527 1.1113 -0.40 0.16 -0.36
H 0.0617 0.7355 0.7796 -0.06 -0.22 -0.04
H -2.3619 2.3549 0.7613 -0.17 0.25 0.61
H -2.2001 0.6889 0.2936 0.12 0.45 -0.39
H -1.9600 1.2564 3.1784 -0.31 0.19 0.26
H -3.3900 0.5870 2.3176 -0.43 0.23 0.04
H 1.6967 3.3589 -1.0320 -0.63 0.25 -0.35
H 2.2384 2.0693 -0.2482 -0.61 -0.45 0.99
H -0.1296 1.6265 -3.7245 0.43 0.18 0.22
H -1.1183 1.8156 -2.4006 -0.43 0.33 0.66
H 0.0225 3.1252 -2.8235 -0.13 0.79 -0.06
H 0.5176 0.5898 -1.3321 0.47 -0.34 -0.45
H 1.8501 1.1933 -2.3959 0.04 -0.05 0.35
H 0.9645 -1.6567 0.8213 -0.19 0.22 -0.03
H 1.2744 -2.9841 1.3075 0.17 -0.10 0.14
O 1.5237 -2.0716 1.4854 0.32 0.07 -0.06
H 3.3318 1.4175 1.4393 0.01 0.47 -0.14
H 2.8775 0.3693 2.3620 -0.32 0.15 0.44
O 2.9277 1.3386 2.3081 0.27 -0.74 -0.22
H 2.9378 -1.3550 -1.0400 0.38 0.69 -1.06
H 1.9998 -1.3256 -2.1861 0.58 0.25 -0.38
O 2.8921 -0.9483 -1.9453 -0.41 -0.94 1.54
H -2.8102 -2.3839 -1.7440 0.77 0.53 0.59
H -1.2075 -2.8622 -0.6504 0.41 1.04 -0.31
O -2.1220 -1.8295 -1.3050 -0.59 -0.90 -0.19
H -1.8762 -1.0929 1.6380 0.23 0.55 0.80
H -0.7176 -3.6798 0.5453 0.23 -0.24 0.26
O -0.3308 -3.1995 -0.1902 -0.88 -0.67 0.47
H -1.9200 -0.7745 -4.0284 -0.20 -0.05 -0.59
H -2.5230 -0.9869 -2.7164 -0.64 -0.38 -0.43
O -2.8065 -0.9493 -3.6891 0.83 0.55 0.73
H 0.7969 -2.8831 -1.5933 0.26 -1.00 0.79
H -0.1404 -1.9587 -2.1574 -0.65 0.21 -0.38
O 0.7077 -2.3692 -2.3847 -0.14 0.76 -0.87
H -0.0528 0.2844 3.4864 0.25 -0.28 0.17
H 1.1568 1.1924 3.6594 -0.55 -0.91 0.56
O 0.6621 0.4675 4.1206 0.37 1.09 -0.77
```
Forces are in eV/Å.

Values from the calculation:
LUMO: 2.96 eV
Energy relative to the best compared isomer or geometry (same formula, charge and spin): 289.0 kJ/mol
Charge: -1
DFT total energy: -26627.597 eV
Orbital gap: 8.69 eV



Entry 4:
Computed, not measured: 10 unconnected molecules or ions with the total composition C6H31NO10 in a non-equilibrium geometry, with wB97M-V/def2-TZVPD.

The geometry in XYZ format:
```
48
Properties=species:S:1:pos:R:3:forces:R:3
C 0.8451 1.1312 -0.5516 -0.68 -0.91 -0.70
N 1.0223 0.0673 0.4887 4.87 1.90 -3.73
C 2.2365 -0.6257 0.4314 -0.32 1.79 1.24
O 2.4230 -1.6618 1.0170 0.13 -1.04 0.10
C 1.2526 2.5257 -0.0953 0.91 -3.16 5.69
C 0.3303 3.0856 1.0778 0.77 0.24 -0.82
C 1.1149 4.1118 2.0175 0.10 -2.77 0.10
C -0.8456 3.6786 0.3180 -2.54 -0.45 -2.65
H -0.2552 1.0479 -0.8969 1.88 0.44 0.41
H 1.5216 0.8883 -1.4360 -1.17 0.01 0.97
H 0.2600 -0.2513 0.9539 -2.07 -1.72 1.22
H 3.1775 -0.0505 0.0092 -2.07 -0.74 0.05
H 1.2809 3.0876 -0.9216 0.04 2.71 -2.86
H 2.3205 2.4310 0.3549 -1.50 0.14 -0.98
H -0.0264 2.3189 1.7912 0.33 -0.15 -0.81
H 1.0262 5.1021 1.6765 -0.10 1.37 -0.42
H 0.6421 4.0066 3.0383 0.90 0.38 -0.94
H 2.2282 3.8119 1.9982 -1.75 0.50 0.44
H -0.3857 4.4726 -0.4292 -1.59 -1.13 1.71
H -1.7644 3.9348 0.9115 1.34 0.86 -0.12
H -1.5547 2.9065 -0.4283 2.78 1.53 1.78
H 0.6841 -1.6690 3.1889 2.83 -3.27 0.71
H 0.2781 -0.2898 3.7611 1.00 1.20 1.95
O 0.1356 -0.9567 3.1443 -3.55 1.97 -1.98
H -3.5357 -2.9824 1.9925 2.15 0.12 -1.23
H -2.1556 -2.3127 2.0518 0.66 0.74 0.47
O -2.6584 -2.8752 1.4779 -2.68 -1.11 1.17
H 1.5151 -2.1973 -2.1759 -0.15 0.29 -1.85
H 0.5292 -1.5475 -3.2245 1.35 -0.42 0.25
O 1.4258 -2.0002 -3.1574 -1.11 -0.13 1.88
H -3.8648 -1.9194 -0.1292 2.50 2.68 -1.15
H -2.4746 -1.0864 -0.0240 -0.70 -0.25 0.13
O -3.2973 -1.1294 -0.5420 -1.83 -2.54 1.29
H -4.0176 -0.7327 -2.4318 -0.21 -0.98 0.84
H -4.2646 0.7704 -1.7976 1.86 -3.12 -3.70
O -3.8654 0.1669 -2.6546 -1.50 4.51 2.21
H -0.7056 0.0392 -4.0625 -0.49 0.25 -1.06
H -1.2892 -0.3298 -2.6655 1.56 0.82 -1.25
O -0.4398 -0.0606 -3.1629 -1.73 -0.91 2.16
H -2.1533 0.1567 2.6635 -0.16 0.05 -0.94
H -0.7612 0.2215 2.1013 -2.94 -0.11 -1.04
O -1.7547 0.2357 1.7690 2.40 0.22 1.86
H 2.4048 -0.6036 -3.7970 -1.00 -1.08 -0.17
H 3.5556 0.1393 -3.3477 -0.22 -0.20 -1.92
O 3.1286 -0.1464 -4.2137 1.52 1.38 1.95
H 0.1621 -3.9446 2.8740 1.55 0.66 -0.59
H 1.4994 -3.2357 2.2936 1.28 1.13 -3.70
O 1.0731 -3.5843 3.0097 -2.66 -1.73 4.01
```
Forces are in eV/Å.

Values from the calculation:
SMILES string: CC(C)CCNC=O.O.O.O.O.O.O.O.O.O
LUMO: -0.21 eV
Energy relative to the best compared isomer or geometry (same formula, charge and spin): 438.3 kJ/mol
DFT total energy: -28687.068 eV
Orbital gap: 9.78 eV



> Among the records above, which one has the lowest orbital gap?

C6H30NO9